## P
Here is C20H14I2N3O5SbSe4Ta as an isolated structure from the OMol25 dataset. Energies are from ωB97M-V/def2-TZVPD.

Values from the calculation:
* highest occupied orbital energy: -4.51 eV
* LUMO: 1.03 eV
* net charge: -1
* frontier orbital gap: 5.54 eV

Positions of all 50 atoms, in Å:
Ta (0.82, -1.63, 1.45)
O (3.14, -0.41, 4.62)
C (2.74, -0.79, 3.56)
O (1.48, -0.82, 3.16)
C (3.64, -1.33, 2.45)
C (4.83, -2.03, 2.56)
C (5.32, -2.65, 1.42)
C (4.65, -2.56, 0.20)
C (3.52, -1.78, 0.19)
N (3.04, -1.16, 1.27)
C (2.43, -1.77, -0.91)
O (2.58, -1.28, -1.99)
O (1.37, -2.31, -0.39)
H (5.30, -2.15, 3.53)
H (6.21, -3.26, 1.50)
H (4.95, -3.10, -0.68)
I (-0.18, 3.86, -4.29)
C (0.07, 2.54, -2.69)
C (0.85, 2.92, -1.61)
C (1.00, 2.03, -0.56)
I (2.14, 2.60, 1.09)
C (0.38, 0.79, -0.58)
O (0.56, -0.04, 0.46)
C (-0.42, 0.42, -1.66)
C (-1.23, -0.85, -1.64)
N (-2.42, -0.68, -0.82)
C (-3.42, 0.21, -1.35)
C (-3.36, 1.65, -0.87)
C (-4.12, 2.61, -1.54)
C (-4.08, 3.92, -1.12)
C (-3.29, 4.24, -0.02)
C (-2.58, 3.22, 0.58)
N (-2.60, 1.95, 0.18)
C (-0.55, 1.31, -2.72)
H (1.33, 3.89, -1.58)
H (-1.47, -1.14, -2.67)
H (-0.65, -1.66, -1.21)
H (-2.79, -1.55, -0.47)
H (-3.39, 0.24, -2.45)
H (-4.41, -0.18, -1.09)
H (-4.71, 2.32, -2.40)
H (-4.65, 4.68, -1.63)
H (-3.21, 5.25, 0.35)
H (-1.94, 3.43, 1.44)
H (-1.16, 1.02, -3.57)
Se (0.02, -5.27, 3.24)
Sb (-2.31, -3.97, 3.38)
Se (-1.46, -1.74, 2.21)
Se (1.62, -3.99, 2.09)
Se (-3.60, -4.97, 1.61)

These are the Löwdin partial charges, in e, on atoms 1 to 5:
1 Ta 1.202
2 O 0.127
3 C -0.550
4 O -0.261
5 C -0.210



## Q
Here is C20H14I2N3O5SbSe4Ta as an isolated structure from the OMol25 dataset. Energies are from ωB97M-V/def2-TZVPD.

Values from the calculation:
* highest occupied orbital energy: -4.29 eV
* LUMO: 0.76 eV
* net charge: -1
* frontier orbital gap: 5.05 eV

Positions of all 50 atoms, in Å:
Ta (-0.10, -0.81, 1.21)
O (-3.69, -2.01, 0.35)
C (-2.69, -1.88, 1.00)
O (-1.46, -2.28, 0.73)
C (-2.69, -1.13, 2.33)
C (-3.37, -1.62, 3.41)
C (-3.18, -0.96, 4.62)
C (-2.31, 0.12, 4.68)
C (-1.61, 0.48, 3.54)
N (-1.85, -0.08, 2.35)
C (-0.36, 1.34, 3.52)
O (-0.29, 2.38, 4.15)
O (0.51, 0.74, 2.81)
H (-3.99, -2.50, 3.29)
H (-3.67, -1.31, 5.52)
H (-2.09, 0.63, 5.60)
I (1.99, 4.57, -4.24)
C (1.48, 3.36, -2.62)
C (0.41, 3.71, -1.82)
C (0.06, 2.89, -0.76)
I (-1.55, 3.40, 0.45)
C (0.78, 1.73, -0.50)
O (0.40, 0.91, 0.47)
C (1.88, 1.38, -1.30)
C (2.70, 0.16, -0.98)
N (1.94, -1.09, -0.96)
C (1.36, -1.45, -2.23)
C (0.01, -0.81, -2.33)
C (-0.52, -0.34, -3.53)
C (-1.74, 0.30, -3.53)
C (-2.39, 0.51, -2.31)
C (-1.80, 0.02, -1.18)
N (-0.65, -0.67, -1.18)
C (2.22, 2.21, -2.36)
H (-0.15, 4.61, -2.01)
H (3.13, 0.29, 0.02)
H (3.54, 0.11, -1.69)
H (2.59, -1.84, -0.72)
H (1.27, -2.54, -2.26)
H (1.98, -1.16, -3.09)
H (0.05, -0.47, -4.44)
H (-2.16, 0.67, -4.45)
H (-3.31, 1.07, -2.23)
H (-2.17, 0.25, -0.19)
H (3.06, 1.94, -2.99)
Se (6.09, -4.56, 1.77)
Sb (5.27, -2.76, 0.44)
Se (2.25, -1.73, 1.90)
Se (0.58, -2.19, 3.38)
Se (4.26, -3.60, -1.63)

These are the Löwdin partial charges, in e, on atoms 1 to 5:
1 Ta 1.542
2 O 0.126
3 C -0.595
4 O -0.200
5 C -0.212



Relative energies, in kJ/mol, with the most stable structure set to zero: P 0.0; Q 145.4.



## P
Here is a 2-piece molecular cluster, C5H7Br2N overall from the OMol25 dataset. Energies are from ωB97M-V/def2-TZVPD.

Values from the calculation:
* highest occupied orbital energy (alpha / beta): -7.78 / -7.78 eV
* LUMO (alpha / beta): 0.19 / 0.19 eV
* frontier orbital gap (alpha / beta): 7.98 / 7.98 eV

Positions of all 15 atoms, in Å:
C (0.64, -0.64, 1.65)
C (-1.16, 1.08, -1.42)
C (1.16, -0.57, -0.73)
C (1.17, 0.50, 2.48)
C (-1.56, 0.18, -2.46)
N (0.94, -0.84, 0.44)
Br (-1.81, 0.84, 0.30)
Br (2.39, -1.47, -1.80)
H (-0.04, -1.30, 1.96)
H (2.28, 0.45, 2.46)
H (0.64, 1.52, 2.01)
H (0.93, 0.25, 3.52)
H (-1.92, -0.77, -2.11)
H (-1.10, 0.11, -3.49)
H (-2.54, 0.65, -2.79)

These are the Löwdin partial charges, in e, on atoms 1 to 5:
1 C -0.260
2 C -0.588
3 C -0.615
4 C -0.065
5 C -0.314



## Q
Here is a 2-piece molecular cluster, C5H7Br2N overall from the OMol25 dataset. Energies are from ωB97M-V/def2-TZVPD.

Values from the calculation:
* highest occupied orbital energy: -8.80 eV
* structure (SMILES): Br/C=C/Br.CC=C=N
* LUMO: 0.33 eV
* frontier orbital gap: 9.12 eV

Positions of all 15 atoms, in Å:
Br (-2.24, 0.78, 2.75)
C (-1.12, -0.76, 2.43)
C (-0.09, -0.77, 1.60)
Br (0.92, -2.43, 1.60)
H (-1.55, -1.50, 3.05)
H (0.38, 0.00, 1.14)
C (0.72, 1.79, -1.26)
C (-0.15, 0.54, -1.53)
C (0.31, -0.73, -1.60)
N (0.68, -1.90, -1.79)
H (-0.01, 2.56, -0.75)
H (1.56, 1.65, -0.60)
H (1.07, 2.31, -2.25)
H (-1.10, 0.84, -1.88)
H (0.61, -2.38, -0.92)

These are the Löwdin partial charges, in e, on atoms 1 to 5:
1 Br 0.622
2 C -0.650
3 C -0.596
4 Br 0.702
5 H 0.019



Relative energies, in kJ/mol, with the most stable structure set to zero: P 366.8; Q 0.0.



## P
Here is a 6-piece molecular cluster, H13O6 overall from the OMol25 dataset. Energies are from ωB97M-V/def2-TZVPD.

Values from the calculation:
* highest occupied orbital energy: -15.02 eV
* LUMO: -3.14 eV
* net charge: +1
* frontier orbital gap: 11.88 eV

Positions of all 19 atoms, in Å:
O (0.53, -0.23, -0.73)
H (-0.10, -0.54, -1.44)
H (1.37, -0.76, -0.86)
O (-0.50, 2.52, -0.82)
H (-0.13, 3.12, -1.50)
H (0.22, 1.79, -0.74)
O (-0.95, 2.10, 1.98)
H (-0.82, 2.40, 1.09)
H (-1.28, 2.83, 2.60)
O (-0.73, -2.82, 1.83)
H (-1.33, -3.20, 2.54)
H (-0.51, -3.66, 1.26)
O (1.61, -0.52, -3.63)
H (2.32, -1.14, -3.80)
H (1.12, -0.72, -4.39)
O (0.03, -0.31, 1.63)
H (-0.22, -1.10, 2.16)
H (-0.16, -0.27, 0.67)
H (-0.47, 0.50, 2.13)

These are the Löwdin partial charges, in e, on atoms 1 to 5:
1 O -0.061
2 H 0.123
3 H 0.135
4 O -0.095
5 H 0.079



## Q
Here is a 6-piece molecular cluster, H13O6 overall from the OMol25 dataset. Energies are from ωB97M-V/def2-TZVPD.

Values from the calculation:
* highest occupied orbital energy: -15.75 eV
* LUMO: -3.43 eV
* net charge: +1
* frontier orbital gap: 12.32 eV

Positions of all 19 atoms, in Å:
O (1.08, 1.01, 0.16)
H (0.98, 0.96, -0.83)
H (1.18, 0.06, 0.39)
H (0.26, 1.23, 0.69)
O (-1.14, -1.54, 0.02)
H (-1.17, -2.18, -0.71)
H (-1.85, -0.93, -0.21)
O (-0.77, 1.12, 2.10)
H (-1.70, 0.84, 2.11)
H (-0.50, 0.64, 2.93)
O (-1.34, 2.06, -0.66)
H (-1.79, 1.39, -1.20)
H (-2.09, 2.38, -0.19)
O (1.31, -0.40, -2.27)
H (0.91, -0.31, -3.13)
H (1.81, -1.22, -2.30)
O (1.81, -1.41, 0.85)
H (1.19, -2.05, 0.48)
H (1.81, -1.63, 1.77)

These are the Löwdin partial charges, in e, on atoms 1 to 5:
1 O 0.209
2 H 0.130
3 H 0.055
4 H 0.087
5 O -0.054



Relative energies, in kJ/mol, with the most stable structure set to zero: P 35.1; Q 0.0.



## P
Here is H3NO2S2 as an isolated structure from the OMol25 dataset. Energies are from ωB97M-V/def2-TZVPD.

Values from the calculation:
* highest occupied orbital energy (alpha / beta): -8.29 / -8.28 eV
* LUMO (alpha / beta): -0.85 / -0.86 eV
* frontier orbital gap (alpha / beta): 7.44 / 7.43 eV

Positions of all 8 atoms, in Å:
N (1.53, -0.56, -0.49)
O (0.58, 0.96, 1.37)
O (-1.43, -0.80, 0.12)
S (-2.32, 0.46, 0.43)
S (0.56, -0.43, 1.02)
H (1.08, -1.26, -1.09)
H (1.62, 0.29, -1.04)
H (-1.61, 1.35, -0.32)

These are the Löwdin partial charges, in e, on atoms 1 to 5:
1 N -0.190
2 O -0.501
3 O -0.884
4 S 0.669
5 S 0.960



## Q
Here is a 2-piece molecular cluster, H3NO2S2 overall from the OMol25 dataset. Energies are from ωB97M-V/def2-TZVPD.

Values from the calculation:
* highest occupied orbital energy (alpha / beta): -8.83 / -8.89 eV
* LUMO (alpha / beta): -4.24 / -4.22 eV
* frontier orbital gap (alpha / beta): 4.58 / 4.67 eV

Positions of all 8 atoms, in Å:
N (0.68, -0.08, 1.49)
O (-0.01, 2.15, 0.55)
O (-1.09, 0.03, -0.19)
S (-0.09, -1.24, -2.47)
S (-0.62, 0.88, 0.94)
H (0.83, -0.85, 0.87)
H (0.80, -0.25, 2.44)
H (-0.50, -0.64, -3.62)

These are the Löwdin partial charges, in e, on atoms 1 to 5:
1 N -0.117
2 O -0.402
3 O -0.513
4 S 0.465
5 S 0.757



Relative energies, in kJ/mol, with the most stable structure set to zero: P 0.0; Q 204.1.